1.
# C5H7BrO

A 2-piece molecular cluster, C5H7BrO overall (ωB97M-V/def2-TZVPD, OMol25).

Results
**SMILES**: C=CBr.CC#CO
**Gap between HOMO and LUMO**: 9.236 eV
**HOMO**: -8.69 eV

Atoms and positions in Å:
C 0.50 -1.87 0.99
C 1.11 -1.37 -0.08
Br 2.87 -0.84 -0.23
H 0.87 -2.01 1.94
H -0.61 -2.12 0.75
H 0.58 -1.33 -0.95
C -1.89 0.53 -0.55
C -0.61 1.02 -0.15
C 0.32 1.76 -0.01
O 1.32 2.41 0.52
H -2.20 1.03 -1.63
H -1.76 -0.56 -0.67
H -2.59 0.75 0.19
H 2.07 2.60 -0.13

---

2.
# C4H9ClSi

A single C4H9ClSi molecule (ωB97M-V/def2-TZVPD, OMol25).

Results
**SMILES**: C[SiH](C)/C=C/Cl
**Gap between HOMO and LUMO**: 9.528 eV
**HOMO**: -9.31 eV

Atoms and positions in Å:
C -1.58 0.61 -0.67
Si 0.09 -0.42 -0.48
C 1.31 0.99 -0.12
C 0.09 -1.52 1.03
C 1.30 -2.11 1.64
Cl 1.23 -3.37 2.83
H -1.67 0.71 -1.78
H -2.44 0.04 -0.31
H -1.38 1.53 -0.09
H 0.58 -0.94 -1.70
H 1.30 1.86 -0.80
H 1.10 1.22 0.86
H 2.29 0.50 -0.06
H -0.88 -1.74 1.45
H 2.13 -1.84 0.97

---

3.
# C5H7NO

C5H7NO as an isolated structure (ωB97M-V/def2-TZVPD, OMol25).

Results
**Gap between HOMO and LUMO**: 8.331 eV
**HOMO**: -7.77 eV

Atoms and positions in Å:
C -1.81 0.06 0.59
N -0.46 -0.24 0.16
C 0.02 -1.46 -0.29
C 1.37 -1.36 -0.66
C 1.67 0.03 -0.33
C 0.53 0.68 0.07
O 0.27 1.99 0.28
H -2.48 0.09 -0.28
H -1.83 1.03 1.09
H -2.15 -0.70 1.29
H -0.64 -2.32 -0.19
H 1.72 -0.64 -1.59
H 2.69 0.37 -0.24
H 1.11 2.45 0.10

---

4.
# C15H18N4O4S

A single C15H18N4O4S molecule (ωB97M-V/def2-TZVPD, OMol25).

Results
**SMILES**: CCOC(=O)NC(=O)CSc1nnc(C2CC2)n1Cc1ccco1
**Gap between HOMO and LUMO**: 9.028 eV
**HOMO**: -8.48 eV

Atoms and positions in Å:
C 0.71 2.52 -1.89
C 1.97 1.68 -1.97
O 2.58 1.50 -0.69
C 3.31 2.50 -0.22
O 3.49 3.55 -0.78
N 3.90 2.24 1.01
C 3.95 1.15 1.85
O 4.68 1.19 2.82
C 3.08 -0.04 1.56
S 1.33 0.38 1.85
C 0.63 -0.41 0.47
N 1.26 -1.14 -0.42
N 0.35 -1.52 -1.33
C -0.82 -1.04 -1.00
C -2.06 -1.25 -1.74
C -1.98 -1.38 -3.24
C -2.27 -2.58 -2.41
N -0.70 -0.30 0.16
C -1.71 0.35 0.94
C -2.31 -0.59 1.94
C -2.75 -1.88 1.82
C -3.18 -2.26 3.11
C -2.97 -1.18 3.91
O -2.44 -0.17 3.21
H 0.00 2.07 -1.19
H 0.24 2.57 -2.87
H 0.94 3.52 -1.55
H 2.70 2.16 -2.64
H 1.76 0.66 -2.32
H 4.48 3.01 1.32
H 3.35 -0.85 2.24
H 3.14 -0.38 0.52
H -2.92 -0.75 -1.32
H -1.00 -1.31 -3.68
H -2.78 -0.94 -3.82
H -1.49 -3.31 -2.29
H -3.28 -2.99 -2.41
H -2.47 0.75 0.27
H -1.25 1.18 1.48
H -2.75 -2.48 0.93
H -3.59 -3.21 3.40
H -3.15 -1.02 4.96

---

5.
# C24H60F8K4N4O32P4S8

C24H60F8K4N4O32P4S8 as an isolated structure (ωB97M-V/def2-TZVPD, OMol25).

Results
**Gap between HOMO and LUMO**: 9.508 eV
**HOMO**: -10.43 eV

Atoms and positions in Å:
K 1.87 -1.76 -0.32
K -3.66 1.51 -4.06
K -0.85 -3.21 -2.03
K -5.48 1.42 -0.87
N 1.81 -3.75 -2.10
S 2.26 -3.66 -3.76
O 1.50 -4.47 -4.70
O 3.63 -3.31 -4.02
F 1.52 -2.24 -3.97
S 2.39 -5.09 -2.04
O 3.84 -5.14 -2.09
O 1.50 -6.16 -2.44
F 2.15 -5.18 -0.42
N -0.60 -0.71 -0.74
S -0.44 0.67 -1.67
O 0.02 1.83 -0.89
O -1.27 0.81 -2.87
F 0.94 0.05 -2.25
S -1.55 -0.12 0.19
O -2.87 0.30 -0.23
O -1.05 0.55 1.34
F -1.81 -1.55 0.86
N -5.57 -0.09 -3.20
S -6.62 -0.48 -4.12
O -7.81 -1.22 -3.63
O -6.19 -0.63 -5.50
F -7.12 1.02 -4.19
S -5.13 -1.72 -2.93
O -4.74 -2.64 -4.00
O -5.91 -2.31 -1.86
F -3.69 -1.36 -2.30
N -4.31 3.36 -2.02
S -3.21 4.21 -1.41
O -3.57 5.29 -0.44
O -1.97 4.30 -2.16
F -2.74 3.01 -0.43
S -5.14 4.68 -2.75
O -4.39 5.79 -3.41
O -6.32 5.06 -1.96
F -5.76 3.95 -4.02
C 4.88 2.58 -1.88
C 3.82 2.53 -0.78
O 4.43 1.98 0.39
P 3.54 1.54 1.68
O 2.66 0.36 1.42
O 2.75 2.89 2.08
C 1.34 3.03 1.85
C 0.64 2.64 3.11
O 4.64 1.39 2.92
C 4.28 1.07 4.15
C 5.35 1.42 5.21
H 4.48 3.12 -2.74
H 5.60 3.27 -1.45
H 5.25 1.61 -2.22
H 3.47 3.55 -0.60
H 2.97 1.89 -1.01
H 1.22 4.11 1.70
H 1.08 2.52 0.93
H 1.10 2.95 4.05
H -0.40 2.96 3.05
H 0.67 1.55 3.03
H 3.42 1.65 4.49
H 3.98 0.03 4.25
H 5.44 2.48 5.41
H 5.11 0.98 6.18
H 6.36 1.12 4.94
C 1.59 1.97 -4.82
C 0.96 0.99 -5.83
O 1.69 1.02 -7.03
P 2.83 -0.08 -7.27
O 2.30 -1.45 -7.17
O 3.52 0.37 -8.65
C 4.29 -0.52 -9.39
C 5.74 0.17 -9.49
O 4.00 0.20 -6.17
C 5.11 -0.66 -5.94
C 5.51 -0.36 -4.48
H 1.85 2.93 -5.25
H 0.91 2.19 -4.00
H 2.50 1.58 -4.36
H 0.89 0.02 -5.34
H -0.04 1.33 -6.08
H 4.38 -1.52 -8.98
H 3.79 -0.62 -10.35
H 6.19 0.33 -8.51
H 6.43 -0.51 -9.99
H 5.82 1.13 -9.99
H 4.86 -1.71 -6.00
H 6.02 -0.52 -6.52
H 6.14 0.51 -4.33
H 4.62 -0.13 -3.89
H 6.07 -1.21 -4.10
C -0.09 -5.59 5.14
C 0.71 -5.79 3.86
O 2.02 -5.25 3.94
P 2.31 -3.69 3.45
O 2.18 -3.37 1.99
O 1.16 -2.92 4.24
C 1.19 -1.49 4.40
C -0.17 -1.02 3.98
O 3.65 -3.18 4.07
C 4.92 -3.53 3.57
C 5.21 -5.05 3.74
H 0.53 -5.54 6.04
H -0.50 -4.58 5.07
H -0.84 -6.38 5.18
H 0.81 -6.86 3.73
H 0.20 -5.57 2.92
H 1.36 -1.27 5.45
H 1.94 -0.85 3.93
H -0.94 -1.58 4.53
H -0.34 0.03 4.20
H -0.33 -1.09 2.91
H 5.04 -3.23 2.53
H 5.70 -3.08 4.18
H 4.88 -5.33 4.74
H 4.68 -5.68 3.02
H 6.25 -5.36 3.82
C -7.36 3.96 1.27
C -7.30 3.85 2.76
O -6.04 3.51 3.30
P -5.61 1.95 3.25
O -5.49 1.45 1.86
O -4.23 1.83 4.17
C -3.61 0.59 4.39
C -2.89 0.90 5.67
O -6.65 1.18 4.18
C -6.74 1.31 5.60
C -7.19 -0.05 6.18
H -7.38 2.96 0.84
H -8.28 4.42 0.90
H -6.48 4.54 0.98
H -7.51 4.83 3.19
H -8.08 3.17 3.08
H -4.25 -0.29 4.41
H -2.90 0.36 3.59
H -2.23 1.76 5.52
H -3.58 1.08 6.49
H -2.34 0.03 6.03
H -5.78 1.38 6.12
H -7.40 2.14 5.85
H -6.50 -0.84 5.86
H -7.28 -0.06 7.26
H -8.16 -0.38 5.79

---

6.
# C35H47FGaO2Se

C35H47FGaO2Se as an isolated structure (ωB97M-V/def2-TZVPD, OMol25).

Results
**Total charge**: -1
**Gap between HOMO and LUMO**: 6.161 eV
**HOMO**: -3.81 eV

Atoms and positions in Å:
Ga -0.03 -1.70 1.01
C -5.54 1.91 -3.20
C -4.05 1.53 -3.34
C -3.95 0.44 -4.44
C -3.28 2.79 -3.81
C -3.42 0.99 -2.04
C -2.08 0.57 -2.04
C -1.50 0.01 -0.90
Se 0.22 -0.81 -1.02
C 1.61 0.12 -0.02
C 2.57 0.75 -0.81
C 3.73 1.32 -0.27
C 3.90 1.26 1.13
C 2.96 0.63 1.98
C 1.81 0.04 1.39
O 0.94 -0.63 2.16
C 3.21 0.55 3.52
C 4.53 1.22 3.97
C 2.06 1.25 4.28
C 3.30 -0.93 3.97
C 4.79 1.92 -1.22
C 5.29 0.82 -2.20
C 6.04 2.47 -0.48
C 4.18 3.08 -2.03
C -2.24 -0.16 0.25
O -1.63 -0.79 1.26
C -3.59 0.27 0.33
C -4.16 0.85 -0.83
C -4.42 0.06 1.63
C -4.51 -1.45 1.98
C -3.77 0.83 2.80
C -5.88 0.57 1.51
H -5.95 2.28 -4.16
H -5.68 2.71 -2.45
H -6.14 1.02 -2.90
H -4.40 0.79 -5.39
H -4.50 -0.48 -4.12
H -2.90 0.15 -4.65
H -3.71 3.18 -4.76
H -2.21 2.57 -3.99
H -3.35 3.58 -3.04
H -1.48 0.63 -2.94
H 2.42 0.75 -1.88
H 4.79 1.69 1.55
H 4.53 2.31 3.72
H 5.41 0.74 3.50
H 4.66 1.14 5.08
H 2.01 2.32 3.98
H 2.23 1.21 5.38
H 1.07 0.79 4.08
H 4.14 -1.44 3.44
H 2.38 -1.51 3.79
H 3.50 -1.00 5.06
H 5.74 -0.02 -1.63
H 6.05 1.23 -2.89
H 4.46 0.42 -2.82
H 6.55 1.66 0.08
H 5.77 3.29 0.21
H 6.78 2.88 -1.21
H 3.31 2.75 -2.63
H 4.92 3.52 -2.72
H 3.83 3.88 -1.34
H -5.18 1.16 -0.82
H -3.52 -1.90 2.17
H -4.98 -2.01 1.15
H -5.11 -1.60 2.90
H -2.74 0.48 3.01
H -4.36 0.70 3.73
H -3.73 1.92 2.56
H -6.43 0.02 0.71
H -5.91 1.66 1.29
H -6.44 0.40 2.45
F -0.98 -6.43 -2.55
C -0.36 -5.54 -1.77
C 0.38 -4.51 -2.34
C 1.03 -3.59 -1.53
C 0.93 -3.69 -0.13
C 1.65 -2.76 0.72
C 0.18 -4.72 0.43
C -0.47 -5.65 -0.38
H 0.45 -4.45 -3.42
H 1.61 -2.79 -1.98
H 2.40 -2.06 0.29
H 2.04 -3.11 1.70
H 0.10 -4.82 1.51
H -1.05 -6.46 0.05
H -0.82 -3.06 1.38

---

7.
# C18H43BrNO4

A 4-piece molecular cluster, C18H43BrNO4 overall (ωB97M-V/def2-TZVPD, OMol25).

Results
**Total charge**: +1
**Gap between HOMO and LUMO**: 8.682 eV
**HOMO**: -11.37 eV

Atoms and positions in Å:
Br -3.52 2.53 -3.42
C -2.29 2.09 -2.02
C -0.87 2.61 -2.29
C 0.22 1.56 -2.00
C 0.75 1.55 -0.59
C 1.55 2.78 -0.13
O 1.21 2.89 1.27
C -0.14 2.76 1.25
N -0.32 1.44 0.51
H -2.30 1.00 -1.95
H -2.70 2.52 -1.11
H -0.71 3.51 -1.71
H -0.80 2.91 -3.33
H -0.13 0.57 -2.27
H 1.08 1.77 -2.63
H 1.40 0.69 -0.45
H 2.62 2.67 -0.25
H 1.22 3.70 -0.61
H -0.60 2.76 2.23
H -0.64 3.50 0.63
H -1.23 1.28 0.08
H -0.03 0.65 1.08
C 2.25 -3.87 2.25
C 2.28 -2.38 2.02
O 0.99 -1.78 1.88
C 0.13 -1.94 3.00
C 0.66 -1.33 4.29
H 1.72 -4.38 1.45
H 3.27 -4.26 2.28
H 1.77 -4.13 3.19
H 2.79 -2.16 1.08
H 2.85 -1.87 2.81
H -0.14 -2.99 3.15
H -0.80 -1.43 2.71
H 1.56 -1.83 4.63
H -0.09 -1.43 5.08
H 0.89 -0.27 4.15
C 2.58 -5.97 -1.71
C 3.72 -5.13 -1.17
O 4.56 -5.81 -0.26
C 5.23 -6.96 -0.76
C 6.15 -6.68 -1.93
H 1.97 -6.37 -0.90
H 1.94 -5.37 -2.36
H 2.93 -6.82 -2.31
H 3.31 -4.29 -0.60
H 4.30 -4.70 -1.99
H 4.50 -7.74 -1.01
H 5.81 -7.32 0.09
H 5.60 -6.33 -2.81
H 6.67 -7.59 -2.21
H 6.89 -5.92 -1.67
C -6.47 4.29 -1.27
C -5.75 4.24 0.07
O -4.39 4.65 0.01
C -4.17 5.98 -0.43
C -4.82 7.05 0.43
H -5.91 3.70 -1.99
H -7.47 3.88 -1.17
H -6.57 5.30 -1.66
H -5.71 3.21 0.43
H -6.30 4.82 0.83
H -4.48 6.10 -1.48
H -3.09 6.11 -0.41
H -5.91 6.98 0.42
H -4.55 8.04 0.07
H -4.49 6.96 1.47

---

8.
# C2H3NOS2

C2H3NOS2 as an isolated structure (ωB97M-V/def2-TZVPD, OMol25).

Results
**Gap between HOMO and LUMO (alpha / beta)**: 5.353 / 7.776 eV
**HOMO (alpha / beta)**: -4.79 / -10.05 eV
**Multiplicity**: 3

Atoms and positions in Å:
C -0.26 0.65 -1.39
C -0.30 0.21 0.90
N 0.66 1.46 -1.10
O -0.93 -0.03 -0.45
S 0.91 1.57 0.55
S 0.48 -1.31 1.52
H -0.55 0.47 -2.41
H -1.08 0.49 1.59
H 1.65 -1.14 0.90